This record from OMol25 describes a cluster of 2 separate species, C2INO3 in total in a non-equilibrium geometry. The level of theory is ωB97M-V/def2-TZVPD.

* frontier orbital gap: 8.84 eV
* relative energy (zero: lowest compared OMol25 entry of this formula, charge and spin): 3.1 kcal per mole
* highest occupied orbital energy: -9.850 eV
* strongest force on any atom: 0.0566 hartree/bohr
* SMILES string: O=C=NI.O=C=O
* net charge: 0
* spin multiplicity: 1

Each line ends with the natural charge from an NBO analysis.
Geometry (Å):
O: -0.213 2.612 -1.793  -0.485
C: -0.374 1.778 -0.993  0.860
N: -0.494 0.780 -0.287  -0.807
I: -2.001 -0.065 0.699  0.432
O: 0.981 -0.760 1.422  -0.512
C: 1.013 -1.698 0.785  1.022
O: 1.088 -2.648 0.167  -0.510



This record from OMol25 describes a cluster of 2 separate species, C4H5NO2 in total in a non-equilibrium geometry. The level of theory is ωB97M-V/def2-TZVPD.

* frontier orbital gap: 9.28 eV
* relative energy (zero: lowest compared OMol25 entry of this formula, charge and spin): 112.4 kcal per mole
* highest occupied orbital energy: -8.393 eV
* strongest force on any atom: 0.1002 hartree/bohr
* net charge: 0
* spin multiplicity: 1

Each line ends with the natural charge from an NBO analysis.
Geometry (Å):
C: 2.564 1.222 0.651  0.047
C: 0.095 -0.470 -0.285  0.804
C: 1.184 1.062 0.914  -0.187
C: -2.161 -1.007 -0.640  -0.278
N: 1.852 2.109 0.096  -0.285
O: 0.668 -1.290 -0.927  -0.595
O: -1.136 -0.189 -0.046  -0.508
H: 3.567 0.889 0.777  0.215
H: 0.620 1.269 1.798  0.191
H: -3.068 -0.407 -0.640  0.202
H: -2.299 -1.906 -0.040  0.193
H: -1.884 -1.282 -1.659  0.202



This record from OMol25 describes a structure of composition C33H29Cl2N4O4Sc. The level of theory is ωB97M-V/def2-TZVPD.

* frontier orbital gap: 7.32 eV
* relative energy (zero: lowest compared OMol25 entry of this formula, charge and spin): 9.4 kcal per mole
* highest occupied orbital energy: -7.458 eV
* strongest force on any atom: 0.0098 hartree/bohr
* net charge: 0
* spin multiplicity: 1

Each line ends with the Mulliken charge.
Geometry (Å):
Sc: 0.530 -0.075 -0.656  0.238
C: 3.225 3.051 -2.282  -0.599
O: 3.125 3.818 -1.081  -0.544
C: 3.296 3.187 0.117  0.174
C: 4.035 3.856 1.071  -0.479
C: 4.251 3.327 2.346  -0.755
C: 3.719 2.099 2.659  -1.042
C: 2.938 1.405 1.720  0.925
C: 2.347 0.153 2.125  -0.870
N: 1.402 -0.456 1.496  1.059
N: 0.962 -1.629 2.130  -1.106
C: 0.102 -2.220 1.349  0.395
O: -0.274 -1.751 0.208  -0.505
C: -0.504 -3.503 1.795  0.254
C: -1.180 -4.289 0.869  -0.328
C: -1.746 -5.493 1.260  -0.655
C: -1.650 -5.910 2.579  -0.369
C: -0.982 -5.124 3.509  -0.674
C: -0.406 -3.925 3.118  -0.458
C: 2.703 1.933 0.428  0.627
O: 1.975 1.300 -0.443  -0.264
H: 3.483 3.768 -3.060  0.322
H: 4.013 2.300 -2.199  0.297
H: 2.286 2.555 -2.519  0.093
H: 4.459 4.812 0.790  0.461
H: 4.846 3.873 3.064  0.391
H: 3.889 1.654 3.632  0.408
H: 2.697 -0.292 3.059  0.322
H: -1.253 -3.945 -0.154  0.459
H: -2.261 -6.107 0.534  0.413
H: -2.093 -6.850 2.884  0.386
H: -0.905 -5.448 4.538  0.384
H: 0.134 -3.313 3.826  0.425
Cl: 3.403 -1.990 -4.266  -0.233
C: 1.675 -2.024 -4.306  0.322
C: 1.035 -2.636 -5.402  -0.618
C: -0.325 -2.702 -5.476  0.656
Cl: -1.080 -3.477 -6.838  -0.276
C: -1.133 -2.146 -4.451  0.210
C: -2.543 -2.173 -4.415  -0.863
C: -3.199 -1.602 -3.360  -1.028
C: -2.450 -0.980 -2.343  -0.653
N: -1.142 -0.933 -2.349  0.673
C: -0.476 -1.524 -3.374  0.361
C: 0.954 -1.467 -3.267  -0.104
O: 1.465 -0.903 -2.216  -0.601
H: 1.642 -3.062 -6.188  0.458
H: -3.088 -2.647 -5.220  0.421
H: -4.278 -1.610 -3.300  0.423
H: -2.945 -0.493 -1.511  0.526
C: -1.892 0.339 2.371  -0.900
N: -1.391 1.667 2.829  0.070
C: -0.723 1.543 4.148  -0.720
C: -0.463 2.316 1.811  0.421
C: -1.173 2.595 0.521  0.223
C: -1.959 3.748 0.465  -0.703
C: -2.618 4.085 -0.703  -0.818
C: -2.451 3.270 -1.814  -0.849
C: -1.664 2.127 -1.736  -0.334
C: -1.004 1.715 -0.564  0.798
H: -2.647 -0.003 3.076  0.416
H: -1.044 -0.343 2.362  0.440
H: -2.302 0.450 1.372  0.308
H: -2.197 2.289 2.910  0.405
H: 0.135 0.885 4.019  0.257
H: -1.418 1.111 4.864  0.342
H: -0.395 2.527 4.474  0.348
H: 0.358 1.613 1.689  -1.287
H: -0.091 3.217 2.302  0.766
H: -2.021 4.411 1.326  0.402
H: -3.223 4.980 -0.757  0.385
H: -2.929 3.531 -2.750  0.446
H: -1.565 1.537 -2.642  0.524



This record from OMol25 describes a cluster of 3 separate species, C34H68F2N2O6 in total in a non-equilibrium geometry. The level of theory is ωB97M-V/def2-TZVPD.

* <S²>: 2.010
* frontier orbital gap (alpha / beta): 9.58 / 9.14 eV
* highest occupied orbital energy (alpha / beta): -9.020 / -9.444 eV
* strongest force on any atom: 0.0989 hartree/bohr
* net charge: 0
* spin multiplicity: 3

Each line ends with the Mulliken spin population.
Geometry (Å):
C: 2.332 1.252 5.065  0.000
C: 1.405 -0.134 4.912  0.000
O: 2.118 -1.286 4.411  0.000
C: 1.488 -2.053 3.346  0.000
C: 0.114 -2.730 3.971  0.000
C: -1.246 -2.476 3.098  -0.001
F: -2.377 -3.148 3.813  0.000
C: 1.191 -1.045 2.056  0.000
C: 2.421 -0.019 1.685  0.000
C: 1.774 1.213 0.824  0.000
C: 2.820 2.411 0.417  -0.004
O: 3.930 1.997 -0.453  0.000
C: 5.205 1.885 0.269  0.000
C: 2.516 -3.319 2.919  0.000
C: 2.987 -4.164 4.238  0.000
C: 4.106 -5.322 4.036  0.000
O: 4.436 -5.729 2.677  0.000
O: 3.665 -2.881 2.119  0.000
C: 4.736 -2.224 2.826  0.000
C: 1.670 -4.242 1.802  0.000
C: 1.252 -5.731 2.303  0.000
F: 2.488 -4.441 0.546  0.000
H: 2.342 1.904 4.094  0.000
H: 1.996 1.844 6.038  0.000
H: 3.425 0.846 5.321  0.000
H: 1.118 -0.388 6.046  0.000
H: 0.388 0.141 4.408  0.000
H: 0.190 -3.914 4.108  0.000
H: -0.142 -2.365 5.078  0.000
H: -1.481 -1.308 3.177  0.000
H: -1.178 -2.734 1.961  0.001
H: 0.922 -1.605 1.067  0.000
H: 0.266 -0.317 2.270  0.000
H: 3.105 0.287 2.578  0.000
H: 3.123 -0.620 0.929  0.000
H: 1.401 0.739 -0.207  0.000
H: 0.787 1.666 1.318  0.000
H: 2.182 3.196 -0.217  0.007
H: 3.134 2.976 1.393  0.000
H: 6.012 2.476 -0.384  0.000
H: 5.591 0.757 0.263  0.000
H: 5.228 2.380 1.328  0.000
H: 2.088 -4.670 4.841  0.000
H: 3.463 -3.407 5.032  0.000
H: 5.120 -4.998 4.567  0.000
H: 3.751 -6.293 4.629  0.000
H: 5.422 -5.492 2.564  0.000
H: 5.542 -1.911 1.998  0.000
H: 5.358 -2.883 3.588  0.000
H: 4.488 -1.226 3.384  0.000
H: 0.686 -3.723 1.435  0.000
H: 2.052 -6.583 2.076  0.000
H: 0.926 -5.840 3.419  0.000
H: 0.299 -6.051 1.658  0.000
C: -5.371 -4.435 -3.317  0.009
C: -5.014 -2.945 -3.029  0.029
C: -3.526 -2.665 -3.401  0.022
C: -2.529 -3.228 -2.397  -0.018
C: -2.857 -2.762 -0.989  0.011
C: -4.319 -3.080 -0.573  0.016
N: -5.325 -2.624 -1.594  0.278
O: -5.435 -1.225 -1.486  0.646
C: -4.446 -4.607 -0.332  0.022
C: -4.580 -2.465 0.839  -0.007
C: -5.898 -2.148 -4.049  -0.006
H: -6.108 -4.540 -4.125  0.000
H: -4.494 -5.024 -3.608  0.000
H: -5.843 -4.931 -2.464  -0.007
H: -3.365 -1.576 -3.467  0.002
H: -3.306 -3.060 -4.395  0.001
H: -2.513 -4.321 -2.455  0.000
H: -1.517 -2.896 -2.669  0.002
H: -2.153 -3.231 -0.285  0.003
H: -2.671 -1.680 -0.922  0.007
H: -5.485 -4.887 -0.120  -0.010
H: -3.848 -4.921 0.532  0.000
H: -4.092 -5.211 -1.170  0.001
H: -4.397 -1.384 0.870  0.001
H: -3.916 -2.907 1.591  0.001
H: -5.613 -2.648 1.161  -0.003
H: -6.967 -2.280 -3.835  -0.001
H: -5.720 -2.495 -5.073  0.000
H: -5.679 -1.074 -4.049  0.000
C: 1.429 7.854 -3.028  0.011
C: 1.251 6.335 -2.727  0.028
C: 1.414 5.503 -4.034  0.021
C: 0.212 5.586 -4.966  -0.019
C: -1.069 5.236 -4.229  0.017
C: -1.283 6.092 -2.951  0.025
N: -0.074 6.110 -2.055  0.295
O: -0.013 4.867 -1.400  0.634
C: -1.664 7.534 -3.376  0.013
C: -2.563 5.578 -2.216  -0.005
C: 2.476 5.992 -1.811  -0.024
H: 2.327 8.273 -2.551  0.000
H: 1.516 8.058 -4.101  0.000
H: 0.612 8.465 -2.632  -0.009
H: 1.571 4.442 -3.775  0.002
H: 2.313 5.815 -4.570  0.002
H: 0.149 6.586 -5.410  0.000
H: 0.357 4.891 -5.804  0.002
H: -1.921 5.362 -4.914  0.000
H: -1.047 4.168 -3.970  0.004
H: -1.740 8.194 -2.503  -0.007
H: -2.640 7.553 -3.877  0.000
H: -0.962 7.979 -4.084  0.001
H: -2.506 4.512 -1.962  -0.001
H: -3.452 5.693 -2.846  0.000
H: -2.737 6.143 -1.292  0.000
H: 2.419 6.529 -0.854  -0.002
H: 3.417 6.278 -2.295  0.000
H: 2.558 4.920 -1.597  0.008



This record from OMol25 describes a cluster of 2 separate species, C4H13N2O2 in total in a non-equilibrium geometry. The level of theory is ωB97M-V/def2-TZVPD.

* frontier orbital gap: 10.49 eV
* relative energy (zero: lowest compared OMol25 entry of this formula, charge and spin): 57.2 kcal per mole
* highest occupied orbital energy: -13.897 eV
* strongest force on any atom: 0.0765 hartree/bohr
* net charge: +1
* spin multiplicity: 1

Each line ends with the natural charge from an NBO analysis.
Geometry (Å):
O: -1.513 1.764 -0.691  -0.608
C: -0.685 1.130 -0.032  0.631
N: 0.166 1.711 0.857  -0.828
C: -0.698 -0.401 -0.034  -0.099
N: -1.873 -0.796 -0.983  -0.694
C: 0.515 -2.477 -0.219  -0.663
C: 0.606 -0.962 -0.558  -0.443
H: 0.922 1.081 1.348  0.426
H: 0.505 2.714 0.890  0.442
H: -1.035 -0.831 0.967  0.246
H: -2.743 -0.558 -0.512  0.451
H: -1.833 -1.783 -1.036  0.426
H: -1.936 -0.384 -2.056  0.490
H: 0.167 -3.239 -0.904  0.241
H: 0.078 -2.588 0.781  0.211
H: 1.618 -2.785 -0.202  0.247
H: 1.429 -0.368 -0.187  0.253
H: 0.719 -0.880 -1.581  0.235
H: 2.951 0.680 2.292  0.498
H: 2.943 -0.305 1.116  0.483
O: 2.730 0.624 1.319  -0.946



This record from OMol25 describes a structure of composition C31H37LuN4O2SSb in a non-equilibrium geometry. The level of theory is ωB97M-V/def2-TZVPD.

* frontier orbital gap: 8.40 eV
* highest occupied orbital energy: -16.149 eV
* strongest force on any atom: 0.0205 hartree/bohr
* net charge: +3
* spin multiplicity: 1

Each line ends with the Mulliken charge.
Geometry (Å):
Lu: -0.230 -0.283 0.409  1.446
C: -0.744 -3.659 2.581  -1.861
C: 0.057 -2.399 2.397  1.176
C: -0.298 -1.232 3.078  -0.311
C: 0.540 -0.115 3.079  -0.605
C: 1.752 -0.149 2.399  -0.550
C: 2.109 -1.298 1.698  -0.595
C: 1.256 -2.399 1.670  -0.635
H: -0.481 -4.095 3.548  0.390
H: -0.516 -4.402 1.818  0.508
H: -1.818 -3.471 2.600  0.405
H: -1.173 -1.243 3.713  0.508
H: 0.295 0.738 3.694  0.496
H: 2.438 0.681 2.471  0.480
H: 3.070 -1.347 1.212  0.451
H: 1.580 -3.315 1.191  0.517
N: -0.255 -1.389 -1.820  -0.483
C: 1.170 -1.323 -2.311  -0.164
C: 1.389 -1.507 -3.824  -0.534
C: 2.778 -2.080 -4.216  -0.831
C: 3.826 -1.162 -4.864  -0.969
N: 3.520 -0.733 -6.253  -0.142
C: 3.307 0.503 -6.714  0.791
N: 3.296 0.709 -8.033  -0.377
N: 3.091 1.527 -5.901  -0.264
C: 1.721 0.023 -1.822  0.309
O: 2.327 0.773 -2.538  -0.546
O: 1.428 0.275 -0.552  -0.594
H: -0.606 -2.319 -1.984  0.261
H: -0.807 -0.778 -2.406  0.275
H: 1.707 -2.098 -1.767  0.314
H: 1.196 -0.558 -4.333  0.381
H: 0.623 -2.206 -4.170  0.455
H: 2.634 -2.926 -4.891  0.480
H: 3.253 -2.504 -3.323  0.412
H: 4.760 -1.713 -4.931  0.340
H: 4.030 -0.294 -4.251  0.435
H: 3.630 -1.440 -6.961  0.234
H: 3.586 -0.010 -8.674  0.203
H: 3.178 1.631 -8.414  0.211
H: 2.989 1.410 -4.900  0.114
H: 3.060 2.462 -6.268  0.235
S: -1.650 1.690 -0.344  -0.513
Sb: -3.897 1.162 0.076  1.996
C: -3.884 -0.855 -0.491  -0.178
C: -2.989 -1.701 0.175  -0.181
C: -2.826 -3.016 -0.230  -0.606
C: -3.542 -3.496 -1.322  -0.829
C: -4.433 -2.663 -1.983  -0.763
C: -4.609 -1.342 -1.570  -0.257
C: -5.118 2.466 -0.948  0.782
C: -6.046 2.062 -1.911  -0.505
C: -6.833 3.034 -2.515  -0.714
C: -6.688 4.371 -2.159  -0.516
C: -5.761 4.755 -1.197  -0.758
C: -4.965 3.803 -0.577  -0.574
C: -4.221 1.461 2.096  0.556
C: -3.227 1.157 3.024  -0.195
C: -3.461 1.387 4.370  -0.489
C: -4.679 1.926 4.778  -0.622
C: -5.661 2.238 3.848  -0.726
C: -5.442 2.004 2.495  -0.552
H: -2.525 -1.379 1.101  1.021
H: -2.172 -3.680 0.321  0.332
H: -3.427 -4.528 -1.635  0.462
H: -5.010 -3.041 -2.821  0.462
H: -5.315 -0.721 -2.100  0.232
H: -6.182 1.027 -2.186  0.376
H: -7.566 2.746 -3.259  0.422
H: -7.307 5.123 -2.635  0.418
H: -5.659 5.797 -0.923  0.414
H: -4.248 4.109 0.176  0.402
H: -2.273 0.792 2.704  0.063
H: -2.697 1.163 5.109  0.401
H: -4.857 2.113 5.830  0.414
H: -6.600 2.667 4.173  0.422
H: -6.218 2.246 1.775  0.440



Repeat the second record exactly.
This record from OMol25 describes a cluster of 2 separate species, C4H5NO2 in total in a non-equilibrium geometry. The level of theory is ωB97M-V/def2-TZVPD.

* frontier orbital gap: 9.28 eV
* relative energy (zero: lowest compared OMol25 entry of this formula, charge and spin): 112.4 kcal per mole
* highest occupied orbital energy: -8.393 eV
* strongest force on any atom: 0.1002 hartree/bohr
* net charge: 0
* spin multiplicity: 1

Each line ends with the natural charge from an NBO analysis.
Geometry (Å):
C: 2.564 1.222 0.651  0.047
C: 0.095 -0.470 -0.285  0.804
C: 1.184 1.062 0.914  -0.187
C: -2.161 -1.007 -0.640  -0.278
N: 1.852 2.109 0.096  -0.285
O: 0.668 -1.290 -0.927  -0.595
O: -1.136 -0.189 -0.046  -0.508
H: 3.567 0.889 0.777  0.215
H: 0.620 1.269 1.798  0.191
H: -3.068 -0.407 -0.640  0.202
H: -2.299 -1.906 -0.040  0.193
H: -1.884 -1.282 -1.659  0.202